Below is a cluster of 5 separate species, C39H45N8O4 in total, with properties calculated with ωB97M-V/def2-TZVPD.

CARTESIAN COORDINATES (ANGSTROEM)
C -4.032 3.774 -2.865
N -2.697 4.283 -2.630
C -1.731 3.969 -3.679
C -0.617 2.971 -3.311
C -1.155 1.952 -2.395
N -1.823 1.278 -1.753
C -0.198 2.234 -4.630
C -1.065 1.052 -4.991
O -0.517 -0.164 -4.474
C 0.641 3.653 -2.671
C 0.210 4.454 -1.528
N -0.115 5.053 -0.604
C 1.763 2.659 -2.302
C 2.098 2.500 -0.810
C 1.209 1.499 -0.038
N 0.266 2.122 0.900
C 0.629 1.862 2.279
C 0.294 0.473 2.797
C 1.020 0.028 3.901
C 0.828 -1.206 4.503
C -0.140 -2.046 3.975
C -0.883 -1.648 2.878
C -0.682 -0.395 2.288
O -1.457 -0.026 1.241
C 1.205 4.660 -3.773
O 0.941 5.863 -3.602
O 1.829 4.133 -4.714
H -4.604 3.760 -1.942
H -4.563 4.459 -3.536
H -4.053 2.789 -3.346
H -2.362 4.077 -1.702
H -2.288 3.519 -4.503
H -1.306 4.895 -4.067
H -0.331 2.976 -5.410
H 0.851 1.966 -4.639
H -2.111 1.183 -4.702
H -1.066 0.969 -6.083
H -1.014 -0.898 -4.842
H 1.551 1.668 -2.700
H 2.667 2.978 -2.811
H 2.156 3.448 -0.277
H 3.106 2.080 -0.783
H 0.705 0.832 -0.735
H 1.872 0.851 0.545
H 0.268 3.122 0.747
H 1.710 2.008 2.438
H 0.122 2.593 2.913
H 1.779 0.685 4.311
H 1.420 -1.480 5.363
H -0.322 -3.015 4.423
H -1.637 -2.304 2.467
H -2.231 -0.594 1.181
N -2.329 3.335 -7.599
C -1.171 3.827 -8.040
C -1.049 4.589 -9.193
C -2.190 4.847 -9.934
C -3.401 4.337 -9.495
C -3.415 3.593 -8.326
H -0.303 3.597 -7.432
H -0.084 4.967 -9.497
H -2.136 5.438 -10.840
H -4.317 4.515 -10.043
H -4.343 3.182 -7.942
N 3.401 -3.511 6.684
C 4.169 -2.889 5.792
C 5.046 -3.545 4.942
C 5.133 -4.925 5.024
C 4.341 -5.589 5.946
C 3.496 -4.837 6.747
H 4.069 -1.810 5.761
H 5.642 -2.987 4.233
H 5.805 -5.474 4.377
H 4.375 -6.666 6.043
H 2.857 -5.315 7.481
N -1.292 -4.682 10.629
C -0.511 -4.080 9.733
C 0.356 -4.758 8.888
C 0.414 -6.138 8.980
C -0.391 -6.782 9.906
C -1.222 -6.010 10.702
H -0.588 -3.000 9.695
H 0.965 -4.214 8.177
H 1.076 -6.707 8.338
H -0.375 -7.859 10.010
H -1.871 -6.473 11.438
N -1.470 -2.453 -0.509
C -0.822 -1.750 -1.436
C -0.023 -2.329 -2.413
C 0.111 -3.707 -2.421
C -0.560 -4.453 -1.462
C -1.338 -3.778 -0.535
H -0.965 -0.677 -1.392
H 0.472 -1.709 -3.147
H 0.727 -4.196 -3.166
H -0.483 -5.532 -1.434
H -1.883 -4.321 0.231

Cartesian forces, eV/Å:
C 0.0 0.4 -0.3
N 0.0 0.1 0.0
C -0.9 0.1 0.3
C 1.1 -0.7 -0.3
C -0.6 0.8 -0.2
N 0.0 -0.3 0.3
C -0.6 0.3 0.2
C 0.1 -0.3 -0.9
O 0.1 0.2 0.3
C 0.0 0.2 -0.6
C 0.1 -0.1 -0.1
N -0.1 0.0 0.3
C 0.2 0.1 0.7
C 0.1 -0.9 -0.2
C 0.2 0.3 0.4
N 0.4 -0.1 -0.1
C -0.3 0.0 -0.1
C 0.2 -0.2 0.0
C 0.1 0.0 0.0
C -0.1 0.2 -0.2
C 0.0 -0.1 0.1
C 0.2 0.1 0.2
C -0.3 -0.1 0.0
O 0.1 0.6 0.2
C 0.2 1.0 -0.6
O -0.1 -0.4 0.2
O 0.0 -0.3 0.3
H 0.0 -0.2 0.1
H 0.0 0.0 -0.1
H 0.0 -0.2 0.2
H 0.1 0.0 0.0
H 0.0 0.0 -0.1
H 0.5 -0.1 0.0
H 0.2 0.1 -0.1
H 0.1 -0.1 0.0
H 0.0 0.0 0.3
H -0.1 0.1 0.0
H -0.1 0.0 0.1
H -0.2 -0.1 0.0
H 0.0 0.1 -0.2
H -0.1 0.1 -0.1
H 0.1 0.1 0.0
H -0.2 0.0 -0.1
H 0.0 -0.1 0.0
H -0.2 0.0 0.0
H 0.0 0.0 0.1
H -0.1 0.0 0.0
H 0.0 0.1 0.0
H 0.0 -0.1 0.1
H 0.0 -0.1 0.0
H -0.1 0.0 -0.1
H 0.2 -0.3 -0.2
N 0.0 0.0 -0.1
C 0.0 -0.1 0.2
C 0.0 0.0 0.0
C 0.0 0.0 0.0
C 0.0 0.0 0.0
C 0.0 0.0 0.1
H 0.1 0.1 0.0
H 0.0 0.0 0.0
H 0.0 0.0 0.0
H 0.0 0.0 0.0
H 0.0 0.0 0.0
N 0.0 -0.1 0.0
C -0.1 0.1 0.1
C 0.0 0.0 0.0
C 0.0 0.0 0.0
C 0.0 0.0 0.0
C -0.1 0.0 0.1
H 0.0 0.0 -0.1
H 0.0 0.0 0.0
H 0.0 0.0 0.0
H 0.0 0.0 0.0
H 0.1 -0.1 0.0
N 0.1 0.0 -0.1
C -0.1 0.0 0.1
C 0.0 0.0 0.0
C 0.0 0.0 0.0
C 0.0 0.0 0.0
C -0.1 0.1 0.1
H 0.0 0.0 0.0
H 0.0 0.1 0.0
H 0.0 0.0 0.0
H 0.0 0.0 0.0
H 0.0 0.0 0.0
N -0.1 -0.3 0.1
C 0.0 0.2 0.1
C 0.1 -0.2 0.0
C 0.0 0.0 0.0
C 0.0 0.0 0.0
C 0.0 0.0 0.0
H 0.0 -0.1 0.0
H 0.0 0.0 0.1
H 0.0 0.0 0.0
H 0.0 0.0 0.0
H 0.0 -0.1 0.0

LUMO	1.89	eV
net charge	-1
HOMO-LUMO gap	7.239	eV
E_HOMO	-5.35	eV
multiplicity	1

For each atom in turn, the Mulliken charge in e is: number 1, C, carries -0.956; number 2, N, carries -0.307; number 3, C, carries -1.392; number 4, C, carries 2.131; number 5, C, carries -1.191; number 6, N, carries -0.684; number 7, C, carries -0.917; number 8, C, carries -0.958; number 9, O, carries -0.388; number 10, C, carries 2.917; number 11, C, carries -0.952; number 12, N, carries -0.891; number 13, C, carries -0.668; number 14, C, carries -1.717; number 15, C, carries -0.083; number 16, N, carries 0.014; number 17, C, carries -1.109; number 18, C, carries 0.411; number 19, C, carries -0.924; number 20, C, carries -0.587; number 21, C, carries -0.686; number 22, C, carries -0.580; number 23, C, carries 1.007; number 24, O, carries -0.516; number 25, C, carries 0.394; number 26, O, carries -0.747; number 27, O, carries -0.724; number 28, H, carries 0.364; number 29, H, carries 0.291; number 30, H, carries 0.246; number 31, H, carries 0.352; number 32, H, carries 0.427; number 33, H, carries 0.427; number 34, H, carries -0.177; number 35, H, carries 0.788; number 36, H, carries 0.366; number 37, H, carries 0.601; number 38, H, carries 0.286; number 39, H, carries 0.178; number 40, H, carries 0.504; number 41, H, carries 0.580; number 42, H, carries 0.417; number 43, H, carries -0.574; number 44, H, carries 0.826; number 45, H, carries 0.170; number 46, H, carries 0.427; number 47, H, carries 0.500; number 48, H, carries 0.326; number 49, H, carries 0.507; number 50, H, carries 0.386; number 51, H, carries 0.326; number 52, H, carries 0.426; number 53, N, carries -0.144; number 54, C, carries 0.083; number 55, C, carries -0.919; number 56, C, carries -0.084; number 57, C, carries -0.539; number 58, C, carries -0.228; number 59, H, carries 0.404; number 60, H, carries 0.377; number 61, H, carries 0.376; number 62, H, carries 0.351; number 63, H, carries 0.371; number 64, N, carries -0.405; number 65, C, carries -0.154; number 66, C, carries -0.487; number 67, C, carries -0.220; number 68, C, carries -0.561; number 69, C, carries 0.172; number 70, H, carries 0.421; number 71, H, carries 0.355; number 72, H, carries 0.376; number 73, H, carries 0.352; number 74, H, carries 0.141; number 75, N, carries -0.553; number 76, C, carries -0.415; number 77, C, carries -0.053; number 78, C, carries -0.117; number 79, C, carries -0.466; number 80, C, carries -0.173; number 81, H, carries 0.378; number 82, H, carries 0.340; number 83, H, carries 0.385; number 84, H, carries 0.351; number 85, H, carries 0.346; number 86, N, carries -0.213; number 87, C, carries 0.268; number 88, C, carries -0.587; number 89, C, carries -0.511; number 90, C, carries -0.441; number 91, C, carries -0.322; number 92, H, carries 0.267; number 93, H, carries 0.512; number 94, H, carries 0.389; number 95, H, carries 0.360; number 96, H, carries 0.355